<A>
Density functional theory data (ωB97M-V/def2-TZVPD) for C4H7ClS in the gas phase.

HOMO level = -9.2 eV
multiplicity = 1
Kohn-Sham gap = 10.065 eV
SMILES string = SCC/C=C\Cl
net charge = 0

```
13
C4H7ClS ωB97M-V/def2-TZVPD
S 2.41 0.91 -1.04
C 0.67 1.17 -1.12
C -0.07 0.83 0.15
C 0.21 -0.51 0.68
C -0.74 -1.35 1.05
Cl -2.46 -1.13 0.72
H 2.54 1.62 0.10
H 0.43 2.19 -1.46
H 0.24 0.50 -1.91
H -1.14 0.94 -0.04
H 0.17 1.62 0.88
H 1.24 -0.80 0.79
H -0.60 -2.32 1.54
```

<B>
Density functional theory data (ωB97M-V/def2-TZVPD) for C4H7ClS in the gas phase.

HOMO level = -9.0 eV
multiplicity = 1
Kohn-Sham gap = 9.773 eV
SMILES string = C[C@]1(Cl)C[C@@H]1S
net charge = 0

```
13
C4H7ClS ωB97M-V/def2-TZVPD
C -0.98 0.99 -0.79
C -0.63 0.03 0.30
Cl -2.06 -0.75 1.00
C 0.52 0.24 1.26
C 0.59 -0.82 0.21
S 1.73 -0.58 -1.18
H -0.09 1.53 -1.12
H -1.72 1.71 -0.45
H -1.39 0.44 -1.64
H 0.40 -0.03 2.29
H 1.14 1.11 1.10
H 0.50 -2.00 0.40
H 2.00 -1.87 -1.37
```

Stability comparison, relative energies in eV: <A> 0.000; <B> 0.259

<A>
Density functional theory data (ωB97M-V/def2-TZVPD) for 2 unconnected molecules or ions with the total composition C3H4BrNS.

HOMO level = -9.9 eV
multiplicity = 1
Kohn-Sham gap = 9.181 eV
net charge = 0

```
10
C3H4BrNS ωB97M-V/def2-TZVPD
C -0.11 1.96 -1.11
C -0.92 -1.22 0.78
C 1.05 0.34 -0.49
N -0.67 2.94 -0.96
S 0.08 -1.14 -0.75
Br 2.67 0.50 -1.44
H -1.62 -2.12 0.63
H -1.41 -0.22 1.07
H -0.34 -1.65 1.65
H 1.26 0.61 0.62
```

<B>
Density functional theory data (ωB97M-V/def2-TZVPD) for 2 unconnected molecules or ions with the total composition C3H4BrNS.

HOMO level = -8.2 eV
multiplicity = 1
Kohn-Sham gap = 8.321 eV
SMILES string = C=[NH+][S-].C#CBr
net charge = 0

```
10
C3H4BrNS ωB97M-V/def2-TZVPD
C 0.55 -1.10 -0.23
N 1.47 -0.52 0.47
S 2.50 0.75 0.35
H -0.19 -1.88 0.12
H 0.67 -0.92 -1.27
H 1.27 -0.92 1.35
C -0.84 1.46 -0.40
C -1.93 0.99 -0.10
Br -3.37 -0.10 0.05
H -0.13 2.24 -0.34
```

Stability comparison, relative energies in eV: <A> 0.000; <B> 1.275

<A>
Density functional theory data (ωB97M-V/def2-TZVPD) for a molecular structure, C33H44N4SSbY.

HOMO level = -13.2 eV
multiplicity = 1
Kohn-Sham gap = 8.408 eV
net charge = +2

```
84
C33H44N4SSbY ωB97M-V/def2-TZVPD
Y -0.66 1.12 1.18
C -3.02 -1.45 1.40
C -1.73 -2.11 1.90
N -0.53 -1.37 1.43
C 0.70 -1.75 2.16
C 0.83 -0.96 3.46
N 0.67 0.49 3.22
C 1.93 1.28 3.15
C 1.63 2.71 2.70
C 0.47 3.36 3.45
N -0.84 2.85 2.96
C -1.83 2.55 4.02
C -2.99 1.74 3.47
N -2.47 0.54 2.77
C -3.55 -0.36 2.31
H -2.83 -1.04 0.39
H -3.80 -2.20 1.27
H -1.73 -2.15 2.99
H -1.68 -3.15 1.55
H -0.39 -1.67 0.47
H 0.72 -2.82 2.37
H 1.55 -1.52 1.51
H 0.06 -1.28 4.16
H 1.79 -1.19 3.93
H 0.15 0.86 4.00
H 2.43 1.28 4.12
H 2.59 0.79 2.43
H 2.53 3.30 2.83
H 1.44 2.76 1.61
H 0.56 3.16 4.52
H 0.52 4.44 3.34
H -1.25 3.56 2.36
H -1.33 1.97 4.81
H -2.20 3.46 4.50
H -3.66 1.46 4.28
H -3.56 2.32 2.75
H -1.94 0.02 3.47
H -4.06 -0.80 3.18
H -4.28 0.24 1.78
C -0.95 3.01 -0.73
C -2.00 2.05 -0.78
C -3.02 2.50 0.10
C -2.63 3.73 0.63
C -1.35 4.04 0.13
H -0.05 2.98 -1.32
H -2.06 1.20 -1.45
H -3.98 2.02 0.23
H -3.22 4.36 1.28
H -0.79 4.94 0.33
S 1.62 0.61 -0.31
Sb 1.50 -0.74 -2.18
C 3.42 -1.47 -2.61
C 4.24 -1.94 -1.59
C 5.49 -2.44 -1.92
C 5.90 -2.47 -3.25
C 5.07 -1.99 -4.26
C 3.82 -1.48 -3.94
C 0.24 -2.37 -1.76
C -1.15 -2.22 -1.87
C -1.97 -3.28 -1.52
C -1.42 -4.47 -1.06
C -0.04 -4.62 -0.95
C 0.79 -3.57 -1.30
C 0.68 0.24 -3.83
C -0.01 -0.50 -4.79
C -0.50 0.16 -5.91
C -0.30 1.53 -6.06
C 0.38 2.25 -5.09
C 0.88 1.61 -3.96
H 3.93 -1.88 -0.56
H 6.14 -2.81 -1.14
H 6.88 -2.87 -3.50
H 5.40 -2.01 -5.29
H 3.18 -1.10 -4.73
H -1.58 -1.30 -2.25
H -3.05 -3.18 -1.62
H -2.07 -5.30 -0.80
H 0.38 -5.55 -0.60
H 1.87 -3.69 -1.24
H -0.16 -1.57 -4.68
H -1.03 -0.40 -6.67
H -0.69 2.03 -6.94
H 0.53 3.32 -5.21
H 1.41 2.17 -3.21
```

<B>
Density functional theory data (ωB97M-V/def2-TZVPD) for a molecular structure, C33H44N4SSbY.

HOMO level = -13.9 eV
multiplicity = 1
Kohn-Sham gap = 9.381 eV
net charge = +2

```
84
C33H44N4SSbY ωB97M-V/def2-TZVPD
Y 1.96 0.16 1.49
C -1.86 -0.61 2.42
C -1.62 0.83 1.93
N -0.45 0.99 1.04
C -0.46 2.34 0.44
C 0.88 2.73 -0.14
N 1.98 2.56 0.85
C 1.98 3.60 1.92
C 1.25 3.26 3.22
C 1.98 2.32 4.17
N 1.79 0.88 3.87
C 0.59 0.29 4.49
C 0.55 -1.20 4.19
N 0.54 -1.46 2.73
C -0.82 -1.69 2.16
H -2.77 -0.98 1.94
H -2.10 -0.58 3.49
H -1.48 1.51 2.76
H -2.51 1.17 1.41
H -0.54 0.31 0.28
H -0.76 3.04 1.22
H -1.22 2.41 -0.34
H 0.82 3.77 -0.47
H 1.11 2.11 -1.01
H 2.84 2.68 0.33
H 1.56 4.52 1.50
H 3.02 3.81 2.16
H 0.24 2.89 3.03
H 1.11 4.21 3.74
H 1.66 2.51 5.20
H 3.05 2.52 4.13
H 2.59 0.40 4.28
H -0.29 0.80 4.10
H 0.60 0.45 5.57
H -0.31 -1.66 4.68
H 1.44 -1.67 4.61
H 1.04 -2.33 2.58
H -1.22 -2.62 2.57
H -0.69 -1.84 1.09
C 4.57 0.51 1.44
C 4.23 -0.19 0.26
C 3.81 -1.49 0.62
C 3.87 -1.59 2.02
C 4.35 -0.36 2.53
H 4.99 1.50 1.50
H 4.33 0.18 -0.75
H 3.54 -2.28 -0.07
H 3.68 -2.49 2.60
H 4.60 -0.16 3.56
S 1.21 -0.98 -1.08
Sb -0.69 -0.99 -2.39
C -2.46 -1.19 -1.28
C -3.24 -0.07 -0.98
C -4.44 -0.24 -0.29
C -4.85 -1.51 0.09
C -4.07 -2.62 -0.21
C -2.88 -2.46 -0.89
C -0.84 0.81 -3.44
C 0.32 1.53 -3.69
C 0.24 2.71 -4.42
C -0.98 3.15 -4.90
C -2.14 2.43 -4.65
C -2.07 1.25 -3.92
C -0.56 -2.62 -3.68
C -1.34 -2.64 -4.84
C -1.28 -3.74 -5.67
C -0.45 -4.81 -5.35
C 0.33 -4.78 -4.20
C 0.27 -3.68 -3.36
H -2.94 0.92 -1.30
H -5.06 0.62 -0.07
H -5.79 -1.63 0.61
H -4.40 -3.61 0.08
H -2.29 -3.34 -1.15
H 1.28 1.16 -3.35
H 1.14 3.27 -4.64
H -1.03 4.07 -5.47
H -3.09 2.77 -5.03
H -2.98 0.69 -3.73
H -1.98 -1.80 -5.10
H -1.87 -3.77 -6.58
H -0.40 -5.67 -6.01
H 0.98 -5.61 -3.97
H 0.89 -3.64 -2.47
```

Stability comparison, relative energies in eV: <A> 0.702; <B> 0.000

<A>
Density functional theory data (ωB97M-V/def2-TZVPD) for H4N2 in the gas phase.

HOMO level = -8.8 eV
multiplicity = 1
Kohn-Sham gap = 10.171 eV
SMILES string = NN
net charge = 0

```
6
H4N2 ωB97M-V/def2-TZVPD
N 0.72 -0.08 0.16
N -0.71 -0.09 -0.16
H 1.06 -0.77 -0.52
H 1.04 0.80 -0.23
H -0.98 0.82 0.19
H -1.14 -0.68 0.56
```

<B>
Density functional theory data (ωB97M-V/def2-TZVPD) for 2 unconnected molecules or ions with the total composition H4N2.

HOMO level (alpha / beta) = -10.4 / -10.6 eV
multiplicity = 1
Kohn-Sham gap (alpha / beta) = 9.963 / 10.350 eV
net charge = 0

```
6
H4N2 ωB97M-V/def2-TZVPD
N 0.91 -0.23 -0.97
N -0.81 0.22 0.87
H 1.62 -0.95 -0.46
H 0.08 -0.68 -1.18
H -0.27 0.96 1.46
H -1.53 0.69 0.29
```

<C>
Density functional theory data (ωB97M-V/def2-TZVPD) for H4N2 in the gas phase.

HOMO level = -8.6 eV
multiplicity = 1
Kohn-Sham gap = 9.895 eV
SMILES string = NN
net charge = 0

```
6
H4N2 ωB97M-V/def2-TZVPD
N 0.33 -0.52 0.38
N -0.12 0.58 -0.28
H 0.02 -0.19 1.25
H -0.51 -1.11 0.24
H -0.48 0.26 -1.24
H 0.76 0.98 -0.35
```

Stability comparison, relative energies in eV: <A> 0.000; <B> 3.141; <C> 0.960

<A>
Density functional theory data (ωB97M-V/def2-TZVPD) for C3H4ClFO in the gas phase.

HOMO level = -10.0 eV
multiplicity = 1
Kohn-Sham gap = 10.681 eV
SMILES string = O=CC[C@H](F)Cl
net charge = 0

```
10
C3H4ClFO ωB97M-V/def2-TZVPD
O -0.15 2.35 -0.53
C 0.27 1.23 -0.43
C -0.23 0.26 0.62
C 0.01 -1.11 0.06
F 1.14 -1.06 -0.64
Cl -1.26 -1.52 -1.08
H 1.15 1.05 -1.13
H -1.34 0.36 0.75
H 0.30 0.36 1.60
H 0.11 -1.92 0.78
```

<B>
Density functional theory data (ωB97M-V/def2-TZVPD) for C3H4ClFO in the gas phase.

HOMO level = -9.8 eV
multiplicity = 1
Kohn-Sham gap = 10.286 eV
SMILES string = O[C@@H]1[C@H](F)[C@@H]1Cl
net charge = 0

```
10
C3H4ClFO ωB97M-V/def2-TZVPD
O 1.53 -0.74 -0.48
C 0.29 -0.74 0.27
C -1.11 -0.14 -0.16
F -1.39 -0.26 -1.54
C -0.06 0.68 0.44
Cl 0.93 1.94 -0.43
H 1.64 -0.32 -1.54
H 0.55 -1.08 1.40
H -1.90 -0.34 0.73
H -0.49 1.01 1.31
```

Stability comparison, relative energies in eV: <A> 0.000; <B> 3.516

<A>
Density functional theory data (ωB97M-V/def2-TZVPD) for 2 unconnected molecules or ions with the total composition C4H12NO2.

HOMO level (alpha / beta) = -4.3 / -8.1 eV
multiplicity = 2
Kohn-Sham gap (alpha / beta) = 4.554 / 8.257 eV
<S²> = 0.754
net charge = 0

```
19
C4H12NO2 ωB97M-V/def2-TZVPD
C 0.13 1.08 -0.22
C 0.49 -0.40 -0.46
C 0.43 -1.30 0.76
C -0.90 -1.46 1.50
O -2.04 -1.12 0.91
N -1.34 1.12 -0.10
H 0.57 1.50 0.69
H 0.61 1.59 -1.04
H -0.13 -0.87 -1.23
H 1.46 -0.34 -0.86
H 0.77 -2.31 0.43
H 1.24 -1.13 1.49
H -0.76 -2.00 2.44
H -1.73 0.09 0.22
H -1.71 1.36 -1.02
H -1.65 1.82 0.54
H 3.43 1.80 -1.82
H 2.50 1.20 -2.75
O 2.56 1.44 -1.86
```

<B>
Density functional theory data (ωB97M-V/def2-TZVPD) for 2 unconnected molecules or ions with the total composition C4H12NO2.

HOMO level (alpha / beta) = -9.1 / -9.1 eV
multiplicity = 2
Kohn-Sham gap (alpha / beta) = 9.968 / 6.921 eV
<S²> = 0.755
net charge = 0

```
19
C4H12NO2 ωB97M-V/def2-TZVPD
C -1.03 -0.84 -1.38
C -1.11 0.73 -1.53
N -0.71 1.47 -0.27
C 0.71 1.30 0.00
C 1.08 0.40 1.28
O -0.05 -0.34 1.62
H 0.03 -1.04 -1.26
H -1.76 -1.09 -0.64
H -1.30 -1.16 -2.40
H -2.11 1.06 -1.83
H -0.47 1.13 -2.32
H -1.31 1.05 0.43
H 1.26 0.91 -0.86
H 1.15 2.24 0.37
H 1.41 0.93 2.19
H 1.94 -0.27 1.06
H 1.51 -2.19 2.00
H 0.17 -1.78 1.48
O 0.60 -2.52 2.08
```

<C>
Density functional theory data (ωB97M-V/def2-TZVPD) for 2 unconnected molecules or ions with the total composition C4H12NO2.

HOMO level (alpha / beta) = -9.2 / -9.0 eV
multiplicity = 2
Kohn-Sham gap (alpha / beta) = 9.923 / 6.332 eV
<S²> = 0.755
net charge = 0

```
19
C4H12NO2 ωB97M-V/def2-TZVPD
C 1.32 0.90 -0.28
O 0.52 0.95 0.79
C 0.83 -0.09 -1.45
C 0.24 -1.29 -0.78
C -1.36 -1.03 -0.65
N -1.78 -0.20 0.44
H 1.36 2.01 -0.71
H 2.41 0.71 -0.02
H 0.24 0.44 -2.14
H 1.70 -0.36 -2.03
H 0.51 -2.24 -1.25
H 0.58 -1.36 0.17
H -1.82 -1.93 -0.46
H -1.60 -0.76 -1.67
H -2.68 0.23 0.31
H -1.11 0.55 0.66
H 0.24 1.53 2.31
H 0.18 0.50 3.41
O 0.23 1.44 3.33
```

Stability comparison, relative energies in eV: <A> 0.000; <B> 0.639; <C> 0.520

<A>
Density functional theory data (ωB97M-V/def2-TZVPD) for 2 unconnected molecules or ions with the total composition CH5ISi.

HOMO level (alpha / beta) = -8.6 / -9.3 eV
multiplicity = 1
Kohn-Sham gap (alpha / beta) = 7.946 / 8.587 eV
net charge = 0

```
8
CH5ISi ωB97M-V/def2-TZVPD
C -0.63 0.00 -1.10
Si 0.49 -0.51 0.32
I -1.56 -1.24 -2.43
H -1.10 0.98 -1.03
H 1.17 0.80 -1.74
H -0.35 -1.41 1.10
H 1.66 -1.11 -0.37
H 0.86 0.75 0.90
```

<B>
Density functional theory data (ωB97M-V/def2-TZVPD) for 2 unconnected molecules or ions with the total composition CH5ISi.

HOMO level (alpha / beta) = -9.7 / -8.5 eV
multiplicity = 1
Kohn-Sham gap (alpha / beta) = 9.023 / 7.718 eV
net charge = 0

```
8
CH5ISi ωB97M-V/def2-TZVPD
C 1.26 0.67 -0.23
Si -0.04 -0.72 -0.06
I 3.14 0.29 0.61
H 0.95 1.66 -0.51
H 0.21 2.45 1.17
H -0.23 -1.09 1.31
H -1.42 -0.41 -0.56
H 0.73 -1.75 -0.80
```

Stability comparison, relative energies in eV: <A> 0.000; <B> 0.734

<A>
Density functional theory data (ωB97M-V/def2-TZVPD) for a gas-phase ion, C5H15N2 (charge +1).

HOMO level = -13.0 eV
multiplicity = 1
Kohn-Sham gap = 9.898 eV
SMILES string = NCCCCC[NH3+]
net charge = +1

```
22
C5H15N2 ωB97M-V/def2-TZVPD
N -1.83 0.57 -1.17
C -1.70 0.67 0.30
C -1.30 -0.57 1.10
C 0.03 -1.30 0.67
C 1.35 -0.54 0.88
C 2.07 -0.18 -0.44
N 1.28 1.04 -1.08
H -2.28 -0.24 -1.58
H -2.07 1.44 -1.61
H -2.69 0.95 0.62
H -0.98 1.48 0.51
H -1.97 -1.41 0.94
H -1.35 -0.22 2.14
H -0.11 -2.28 1.09
H -0.20 -1.56 -0.41
H 2.05 -1.00 1.59
H 1.29 0.38 1.49
H 3.12 0.06 -0.57
H 2.05 -1.08 -1.04
H 0.30 0.74 -0.96
H 1.54 1.25 -2.04
H 1.39 1.80 -0.42
```

<B>
Density functional theory data (ωB97M-V/def2-TZVPD) for 2 unconnected molecules or ions with the total composition C5H15N2.

HOMO level = -11.8 eV
multiplicity = 1
Kohn-Sham gap = 4.345 eV
net charge = +1

```
22
C5H15N2 ωB97M-V/def2-TZVPD
C 0.37 0.55 -1.55
C -1.01 1.02 -0.98
C -1.52 0.86 0.43
C -1.99 -0.68 0.90
C -3.32 -1.05 0.27
N 5.46 -0.71 0.69
N 1.31 1.04 -0.56
H 0.61 0.99 -2.44
H 0.48 -0.51 -1.66
H 6.11 -1.45 0.63
H -1.74 1.15 -1.81
H -0.75 1.11 1.20
H -2.39 1.44 0.80
H -1.91 -0.74 1.95
H -1.11 -1.22 0.62
H -3.72 -2.01 0.55
H -3.25 -1.21 -0.85
H 5.37 -0.50 1.68
H -4.12 -0.32 0.52
H 4.69 -0.95 0.12
H 0.73 1.20 0.25
H 1.71 2.00 -0.77
```

<C>
Density functional theory data (ωB97M-V/def2-TZVPD) for a gas-phase ion, C5H15N2 (charge +1).

HOMO level = -12.0 eV
multiplicity = 1
Kohn-Sham gap = 8.310 eV
SMILES string = CNCCCC[NH3+]
net charge = +1

```
22
C5H15N2 ωB97M-V/def2-TZVPD
C 1.38 -2.94 0.29
N 1.22 -1.58 -0.22
C -0.16 -1.15 -0.30
C -0.28 0.13 -1.10
C 0.34 1.36 -0.44
C -0.33 1.79 0.86
N -1.77 2.25 0.56
H 2.40 -3.26 0.14
H 1.12 -3.05 1.35
H 0.74 -3.62 -0.27
H 1.74 -0.95 0.38
H -0.65 -1.11 0.68
H -0.72 -1.92 -0.85
H -1.33 0.34 -1.36
H 0.24 -0.01 -2.04
H 1.38 1.17 -0.22
H 0.33 2.23 -1.11
H -0.41 0.98 1.59
H 0.17 2.64 1.31
H -1.80 2.50 -0.43
H -2.45 1.51 0.76
H -2.04 3.11 1.04
```

<D>
Density functional theory data (ωB97M-V/def2-TZVPD) for a gas-phase ion, C5H15N2 (charge +1).

HOMO level = -11.9 eV
multiplicity = 1
Kohn-Sham gap = 8.310 eV
SMILES string = NCCCCC[NH3+]
net charge = +1

```
22
C5H15N2 ωB97M-V/def2-TZVPD
N 0.83 0.11 -3.17
C -0.42 -0.06 -2.40
C -0.59 0.74 -1.10
C 0.46 0.46 -0.02
C 0.23 -0.87 0.74
C -0.62 -0.60 1.99
N 0.27 0.01 3.10
H 0.82 1.04 -3.56
H 0.87 -0.62 -3.86
H -1.23 0.12 -3.12
H -0.59 -1.11 -2.13
H -1.61 0.58 -0.79
H -0.49 1.78 -1.40
H 1.46 0.60 -0.41
H 0.37 1.26 0.74
H 1.18 -1.26 1.15
H -0.24 -1.64 0.13
H -1.22 -1.36 2.48
H -1.23 0.25 1.68
H -0.15 0.66 3.76
H 0.99 0.54 2.60
H 0.91 -0.63 3.59
```

Stability comparison, relative energies in eV: <A> 0.324; <B> 4.032; <C> 0.000; <D> 0.214